# 1
This record from the OMol25 dataset describes a molecular structure, C30H33F4KN17S. The level of theory is ωB97M-V with the def2-TZVPD basis set.

```
! wB97M-V def2-TZVPD RIJCOSX def2/J DEFGRID3
* xyz -1 1
C -3.52891 -0.38500 -0.43013
H -1.92069 -0.66787 3.31430
H -2.41099 -3.36587 1.92932
N 0.15423 3.49682 -0.97126
H -1.18469 2.17095 3.55283
H -0.67579 4.42255 3.30459
C -5.76433 -1.22767 0.11586
C 3.53826 -1.33388 1.00565
K 0.53793 -0.42057 -0.67700
C -0.45804 2.76053 -2.79356
H 1.56660 0.85738 1.62132
N -0.76570 2.02690 -3.89368
H -2.24040 2.43336 2.17329
H -3.62857 -2.17895 2.40397
H 2.56143 2.87272 2.26131
H -1.21238 -0.64527 5.31649
H 1.18384 4.72538 1.90122
C -0.60696 0.64741 -4.05322
N -0.83251 -1.30021 -4.79387
C -1.19940 2.46311 2.49869
C -4.84253 -0.11401 -0.02902
H -1.56631 -1.01601 1.65073
C -3.60020 -4.10691 -1.06566
H -0.76825 -3.06695 4.66187
S -7.61094 -2.64478 0.52196
N -0.42141 1.47786 1.77391
C -2.64752 -2.58856 2.65825
C 4.67894 -2.09359 1.42467
F 5.49584 1.37544 -0.55025
H -2.25917 2.59942 -0.58054
H 7.35240 -0.25704 0.37038
F 6.96164 -2.52299 1.64624
N 2.24773 -1.58979 1.15500
H -0.45229 -3.24357 -1.90911
H -0.06457 -1.45022 6.38294
N -0.76026 4.08840 -2.75718
N 0.11688 2.35204 -1.66796
N -2.62407 0.58838 -0.59401
H 0.51726 -0.32602 5.14409
H -2.73367 -3.05907 3.63943
C -5.36487 -2.55516 -0.21041
N 0.74473 3.81632 1.83264
C 5.25607 0.21750 0.10403
H -0.44086 1.68982 0.78330
H 2.29759 -2.76519 2.92254
C -3.01062 1.83672 -0.40801
C -4.02195 -2.83359 -0.68397
N -0.36204 4.51475 -1.58870
C -3.11023 -1.77540 -0.75052
C 6.32755 -0.54555 0.53827
C 0.93564 1.42041 2.30432
C 0.33363 -2.82696 2.06723
C 5.97894 -1.70862 1.19865
H 0.50075 3.56187 0.01002
N -1.84688 -1.95555 -1.14485
H -0.13172 -2.65113 1.09206
C -0.63227 3.89659 2.34109
H -4.55417 3.24698 0.11746
H -1.22514 4.46934 1.62278
C -4.30060 2.20415 -0.01563
H 0.90402 0.83525 3.22533
F 4.50310 -3.28415 2.06558
C -1.60165 -1.46902 2.64333
C 3.95365 -0.14641 0.31808
H 1.49291 3.04658 3.66076
F 2.99279 0.68958 -0.17581
N 0.14707 -0.10725 -3.27700
H -1.94562 -5.23354 -1.84079
N -0.23855 -1.85103 2.99512
N -6.32479 -3.44474 -0.04343
C 1.84944 -2.75247 1.91941
N -7.01636 -1.14084 0.52186
C 1.52139 2.82358 2.58430
C -5.22347 1.20897 0.18993
H -4.30005 -4.93126 -1.01660
H 2.15980 -3.69314 1.44201
H 0.06815 -3.85888 2.36039
H -1.30209 2.50363 -4.59677
C -1.46720 -3.15823 -1.53553
H 0.92943 -2.66716 4.48222
N -1.22824 -0.02946 -5.00443
N -0.03160 -1.34648 -3.77309
C -0.07502 -2.25408 4.38057
C -0.22102 -1.09822 5.36126
H -6.23939 1.42202 0.49751
C -2.31156 -4.27150 -1.51036
*
```

Values from the calculation:
- frontier orbital gap (Eh) = 0.1892
- electronic energy (Eh) = -3491.52558
- highest occupied orbital energy (eV) = -3.98
- energy relative to the best compared isomer or geometry (same formula, charge and spin) (kJ/mol) = 0.00
- maximum force (eV/Å) = 0.2


# 2
This record from the OMol25 dataset describes a molecular structure, C30H33GeN2RuS in a non-equilibrium geometry. The level of theory is ωB97M-V with the def2-TZVPD basis set.

```
! wB97M-V def2-TZVPD RIJCOSX def2/J DEFGRID3
* xyz 3 1
H 1.83923 4.03481 1.18376
H 4.90691 0.24610 1.16611
C 0.60783 -0.07165 2.88345
C 2.40592 -1.60126 -1.92141
C 0.92152 1.99026 -3.39422
H -4.78544 1.36211 3.62911
C -4.24254 1.68297 2.74994
C 0.18640 0.82533 -3.66562
C -3.41404 -4.34683 -0.46864
C 0.37963 1.30001 2.62204
H -1.49662 -4.97173 -1.21223
N 2.78033 -0.55135 -2.61737
H 4.21997 -2.98012 -3.95845
Ge -1.59199 -0.03462 0.00706
C 1.87048 -0.61927 2.51476
H 4.20097 -1.38681 1.21912
H -4.17522 -1.22824 0.59963
H -3.28740 -0.20376 2.50194
H 0.11966 0.45465 -4.68091
H 4.73445 -0.61202 2.70102
C -2.86318 2.50022 0.47061
H 2.61080 -2.83787 -4.68331
C -3.39555 0.79876 2.10316
Ru 1.07845 0.25150 0.72085
C -1.48828 -2.90788 -0.63193
C 0.97228 2.49330 -2.10494
C 4.26638 -0.42901 1.72956
H 1.04322 4.06710 2.75569
H 0.09279 3.69943 1.33466
C -0.47340 0.15943 -2.65149
H 1.49853 3.41790 -1.89657
C 2.92009 0.16406 1.98394
C 0.24135 1.87329 -1.08452
H 2.72928 0.39033 -2.26472
H -1.30966 -0.32801 3.80023
H 1.42030 2.51087 -4.20155
H 0.08167 2.43247 -0.16714
H 3.34768 2.13460 1.17926
C -3.71620 3.38129 1.11382
N 2.64020 -2.72188 -2.57501
H 2.86842 -0.47434 -4.73050
C 3.26055 -2.47395 -3.89127
C 3.40150 -0.93392 -3.90129
H -0.01909 -1.33517 4.46462
C -0.43313 -0.91726 3.54454
C -2.07984 -4.15390 -0.81118
C -4.40544 2.97727 2.25670
H -0.44496 -2.78139 -0.89179
H 2.04178 -1.67688 2.68208
H -5.19855 -3.42507 0.29765
H -5.07615 3.66428 2.75508
S 1.82669 -1.61514 -0.27337
C 2.60826 1.51566 1.67194
C -3.56683 -2.04069 0.22526
C -4.15596 -3.29146 0.04217
H 2.46920 -3.63832 -2.19098
H -0.58426 1.73622 2.85571
H -2.36092 2.83108 -0.43368
H -1.04136 -0.73661 -2.87509
H 4.43909 -0.60885 -3.92315
C 1.07328 3.55568 1.79061
C -2.22304 -1.83997 -0.11520
H -3.87363 -5.31708 -0.60035
C -2.68946 1.20356 0.96231
C -0.49166 0.71306 -1.35982
H -0.72807 -1.75819 2.91356
C 1.36550 2.10654 2.03175
H -3.85872 4.37633 0.71399
*
```

Values from the calculation:
- frontier orbital gap (spin up / spin down) (Eh) = 0.2143 / 0.2143
- electronic energy (Eh) = -3841.53496
- highest occupied orbital energy (spin up / spin down) (eV) = -17.24 / -17.24
- energy relative to the best compared isomer or geometry (same formula, charge and spin) (kJ/mol) = 42.17
- maximum force (eV/Å) = 1.8


# 3
This record from the OMol25 dataset describes 3 unconnected molecules or ions with the total composition C30H33I2N2O8. The level of theory is ωB97M-V with the def2-TZVPD basis set.

```
! wB97M-V def2-TZVPD RIJCOSX def2/J DEFGRID3
* xyz 1 1
H 2.80539 -3.12018 4.05060
O -6.45273 4.34231 3.42601
C 0.36799 -0.80133 1.05991
C 0.59202 -0.97063 -6.17683
H 2.32654 -0.05482 -0.62300
C 0.93935 -2.00162 1.43881
C -0.42468 -0.78104 -0.22344
C -8.29606 2.87532 3.41508
C -1.24362 2.04553 2.51322
C -5.97146 2.16510 2.67681
C 3.11972 0.78430 -2.42234
O 0.42094 -3.90532 -9.00413
H 4.53206 5.33816 -0.87538
H 0.18906 -4.39157 -6.47188
H 1.27706 -0.92523 -2.96863
O 6.05513 3.27659 -0.52706
C 1.23890 -4.48675 3.56169
C 0.66738 -1.60897 -8.54300
C 2.22374 -3.36064 3.16148
N -2.46365 1.81014 2.28531
O 0.21526 -1.29728 -1.28122
O -1.56280 -0.41560 -0.22239
H -8.93178 3.66697 3.79053
C -6.87059 3.22888 3.19330
H 5.06500 0.48105 -1.50233
H 1.33987 1.00713 3.73653
C 5.27506 3.42081 -1.42407
C 0.47029 -3.03330 -8.16836
H 1.53685 1.44593 -1.15872
N 1.72540 -0.98959 3.37924
C 1.94272 0.48667 -1.49082
C 0.39267 -2.39149 -5.79919
H 0.01813 3.32938 3.72271
H 0.86304 -2.88090 0.81598
H 4.01394 1.57172 -0.61834
H -1.70205 3.25196 4.20108
O 4.94424 2.39318 -2.27135
H -0.62815 1.91367 4.54880
C 0.72347 -0.65395 -7.61875
C -8.74995 1.65045 3.16320
C 0.48112 0.34388 1.87144
C -6.42724 0.94131 2.42616
I -0.71973 -3.71152 4.03088
H -5.79184 0.14843 2.05144
H 0.29232 -2.59959 -4.74093
O 0.64340 -0.09471 -5.33487
H 0.06704 0.30967 -2.57943
H 5.12563 5.21188 -2.55318
C 4.57910 4.70841 -1.75696
H -4.93558 2.44135 2.52335
H 1.11514 -5.15852 2.71943
C 1.61533 -2.09981 2.63798
H -2.59904 1.34413 1.38715
H 0.86650 0.38984 -7.86703
H 0.62095 2.44212 1.47055
H 2.85422 -5.16902 4.84900
H 1.34916 -4.86417 5.69636
H 0.76101 -1.40266 -9.60137
C 4.32630 1.27297 -1.62233
I 3.64828 -4.08817 1.74789
H 3.57562 4.50511 -2.12492
H 2.23250 -1.05131 4.25329
H -0.63441 1.58758 0.55536
C -0.85869 2.68941 3.81330
C -0.14514 1.66812 1.51922
C 1.77109 -5.25934 4.77539
H 1.48117 -6.30312 4.70238
C -7.85140 0.58543 2.64875
C 1.18671 0.19829 3.03907
H 2.85433 1.54913 -3.15052
C 0.33566 -3.34829 -6.72065
H 3.39301 -0.11213 -2.97881
H -9.78347 1.36811 3.31779
C 0.84952 -0.32668 -2.17414
O -8.26223 -0.53120 2.41988
*
```

Values from the calculation:
- frontier orbital gap (Eh) = 0.2554
- electronic energy (Eh) = -2469.46757
- highest occupied orbital energy (eV) = -11.49
- maximum force (eV/Å) = 0.6


# 4
This record from the OMol25 dataset describes C30H33N5 in the gas phase in a non-equilibrium geometry. The level of theory is ωB97M-V with the def2-TZVPD basis set.

```
! wB97M-V def2-TZVPD RIJCOSX def2/J DEFGRID3
* xyz 0 1
H -2.83214 6.59770 1.09119
H -0.48319 -2.86812 6.81093
C 1.55497 -1.40448 -2.83298
C -0.67567 2.76554 -1.10962
C -1.13235 4.54609 0.95148
C -0.08966 -0.87211 2.27239
H -2.48077 7.42162 -2.17620
H 0.06384 -1.90882 0.20804
C -0.42665 -1.56244 3.43589
H 3.52291 -3.22770 -5.92381
C 1.66758 -3.54716 -3.99527
H 0.60232 -5.91957 -4.92028
H 0.73473 -5.21685 -2.86998
H -1.33766 7.51746 1.02300
N -1.48222 -1.43466 5.58879
C -1.25811 4.98444 -0.37620
H -0.75724 7.71053 -1.85010
C 1.89445 -2.16064 -3.90263
C 2.26433 -1.27530 0.30863
C -1.71755 0.81172 2.66721
H -1.04096 4.35046 -2.46096
H -2.59851 0.77800 4.59196
C -1.53683 6.92001 -1.90637
H -1.26907 6.21329 -2.71067
H -0.69579 2.96317 2.28904
C -1.99771 -0.63956 6.67915
H -3.09498 -0.57618 6.62983
C -0.78812 3.26286 1.25417
H 0.11428 -3.83947 -0.92200
H 0.92520 0.77587 -1.20106
H -0.54306 2.02514 -1.93725
H 2.15218 -0.53963 1.14001
H 1.80188 -0.35233 -2.84053
H 0.06986 -2.49212 3.67558
C 0.91327 -2.00040 -1.72027
N 1.94903 -4.29404 -5.09558
H 0.77744 -1.33954 1.77285
C 2.58970 -3.70985 -6.21982
C -1.93395 0.26263 3.93348
H 2.83420 -4.50635 -6.90190
N 3.91137 -0.24137 -1.40094
C 3.15926 -0.77453 -0.68632
C -0.74819 0.25608 1.77753
C -2.17050 7.12160 0.41361
H -2.70746 7.97034 -0.04639
C 1.65379 -5.71007 -5.15400
H 2.26139 -6.26821 -4.39285
C -0.96363 4.04798 -1.41704
C 0.60525 -1.27172 -0.50437
H -0.69110 -3.35220 5.09614
H 1.86884 -6.05344 -6.15717
C -0.64420 2.29086 0.20974
N -1.69288 6.25823 -0.63609
C 0.63105 -3.37693 -1.77648
C 2.54128 -2.63839 0.69610
H -1.61822 0.39551 6.57524
C -1.31896 -0.94927 4.33329
H -2.28323 1.66221 2.35097
H -2.09944 -3.38407 6.17990
C -1.17372 -2.83633 5.94055
C 0.43014 0.13115 -0.46464
H -1.33914 5.23157 1.76642
H 1.97017 -2.95944 -6.73848
H -1.67009 -1.07067 7.63737
H 2.43479 -1.69659 -4.79054
C -0.32947 0.86458 0.49980
C 0.97296 -4.12520 -2.86370
N 2.74997 -3.74088 1.10224
*
```

Values from the calculation:
- frontier orbital gap (Eh) = 0.2635
- electronic energy (Eh) = -1436.60652
- SMILES = CN(C)c1ccc(C(=C[C@@H](c2ccc(N(C)C)cc2)C(C#N)C#N)c2ccc(N(C)C)cc2)cc1
- highest occupied orbital energy (eV) = -6.94
- energy relative to the best compared isomer or geometry (same formula, charge and spin) (kJ/mol) = 15.42
- maximum force (eV/Å) = 5.4